(1)
ORCA calculation (ωB97M-V with the def2-TZVPD basis set) on C6H14NO as an isolated structure.

```
22
Properties=species:S:1:pos:R:3:mulliken_charge:R:1
C -1.563 -3.515 1.288 -0.752
N -1.387 -3.291 -0.125 -0.694
C -0.987 -2.029 -0.369 0.165
C -0.550 -0.936 0.474 -0.548
C 0.261 0.157 -0.197 -0.350
C 0.071 1.524 0.462 -0.821
C 2.235 3.334 -1.317 -0.577
O 1.132 3.926 -0.788 -0.880
H -0.739 -3.067 1.889 0.259
H -1.648 -4.583 1.480 0.268
H -2.513 -3.039 1.613 0.238
H -0.474 -2.051 -1.329 0.336
H 2.072 2.949 -2.357 0.100
H -1.724 -1.058 -0.281 0.250
H -1.099 -0.657 1.364 0.495
H -0.165 0.188 -1.198 0.210
H 1.320 -0.039 -0.372 0.386
H 0.167 1.481 1.557 0.283
H 0.771 2.323 0.111 -0.001
H -0.963 1.839 0.286 0.293
H 2.670 2.538 -0.658 0.120
H 3.115 4.005 -1.533 0.220
```

Summary:
Total charge: -1
ΔE to the lowest compared entry with this formula, charge and spin in kcal per mole: 106.6
HOMO energy in eV: -2.45
Frontier orbital gap in Ha: 0.20143



(2)
ORCA calculation (ωB97M-V with the def2-TZVPD basis set) on a 2-piece molecular cluster, C3H5FN2S2 overall.

```
13
Properties=species:S:1:pos:R:3:mulliken_charge:R:1
C -1.644 0.246 0.643 -0.034
C -0.864 0.029 -0.760 0.083
C 0.200 -1.061 -0.625 -0.094
H 0.580 1.618 3.201 0.177
H -2.702 -0.288 0.782 0.295
H -0.368 1.001 -1.125 0.319
H -0.071 -1.968 -0.133 0.425
H 3.689 -0.330 -0.762 0.169
N -1.162 0.799 1.709 -0.369
N 1.364 -1.157 -1.111 -0.381
F -1.754 -0.371 -1.707 -0.304
S 0.514 1.275 1.795 -0.112
S 2.219 0.207 -1.907 -0.176
```

Summary:
ΔE to the lowest compared entry with this formula, charge and spin in kcal per mole: 110.8
HOMO energy in eV: -9.19
Frontier orbital gap in Ha: 0.29885



(3)
ORCA calculation (ωB97M-V with the def2-TZVPD basis set) on C5H13N3 as an isolated structure.

```
21
Properties=species:S:1:pos:R:3:mulliken_charge:R:1
C 0.243 0.853 -0.317 -0.081
C -0.947 1.156 0.586 -0.770
C 2.175 -1.011 -0.371 -0.965
N 1.053 -0.495 0.397 -0.518
N 1.015 1.975 -0.628 -0.540
N -1.309 -1.735 0.566 -0.612
C -2.287 -0.892 0.127 -0.176
C -2.172 0.456 0.072 -0.607
H 1.355 -0.249 1.337 0.261
H -0.049 0.329 -1.229 0.493
H 1.319 2.525 0.163 0.210
H 1.733 1.836 -1.324 0.252
H -0.088 -1.345 0.479 0.510
H -1.485 -2.700 0.318 0.189
H -0.713 0.823 1.606 0.329
H -1.097 2.236 0.613 0.361
H -3.177 -1.348 -0.306 0.353
H -2.965 1.055 -0.348 0.331
H 2.569 -1.923 0.082 0.340
H 1.819 -1.247 -1.376 0.314
H 3.009 -0.299 -0.448 0.324
```

Summary:
ΔE to the lowest compared entry with this formula, charge and spin in kcal per mole: 46.0
HOMO energy in eV: -6.80
Frontier orbital gap in Ha: 0.27926



(4)
ORCA calculation (ωB97M-V with the def2-TZVPD basis set) on an isolated ion of composition C5H10NO and charge +1.

```
17
Properties=species:S:1:pos:R:3:mulliken_charge:R:1
O -1.964 -0.684 1.432 -0.446
C -0.776 -0.888 1.452 -0.098
C 0.008 -0.639 0.205 0.142
C 1.392 -0.003 0.424 -0.928
C 1.619 0.722 -0.887 -0.471
C 0.309 1.036 -1.565 -0.605
N -0.734 0.255 -0.737 -0.175
H -0.259 -1.240 2.355 0.393
H 0.106 -1.615 -0.287 0.307
H 1.356 0.652 1.303 0.359
H 2.133 -0.736 0.738 0.417
H 2.258 1.605 -0.782 0.385
H 2.334 0.136 -1.478 0.339
H 0.375 0.769 -2.615 0.283
H -0.073 2.053 -1.522 0.344
H -1.582 -0.171 -1.128 0.342
H -1.145 0.976 -0.155 0.412
```

Summary:
SMILES: O=C[C@@H]1CCC[NH2+]1
Total charge: +1
ΔE to the lowest compared entry with this formula, charge and spin in kcal per mole: 27.8
HOMO energy in eV: -14.79
Frontier orbital gap in Ha: 0.41194



(5)
ORCA calculation (ωB97M-V with the def2-TZVPD basis set) on a 2-piece molecular cluster, C6H17NO3 overall.

```
27
Properties=species:S:1:pos:R:3:mulliken_charge:R:1
C 3.346 0.988 -1.469 -0.779
O 2.038 1.409 -1.108 -0.351
C 1.375 0.632 -0.150 -0.304
C 0.744 -0.733 -0.743 -0.954
N -0.411 -1.306 -0.107 -0.234
C -1.675 -0.619 -0.396 -0.664
C -2.794 -1.261 0.541 -0.614
O -2.889 -0.653 1.776 -0.365
C -2.062 -1.147 2.870 -0.760
H 3.748 1.757 -2.128 0.236
H 3.190 -0.004 -1.895 0.306
H 4.078 0.904 -0.665 0.342
H 0.502 1.163 0.230 0.296
H 2.093 0.322 0.608 0.318
H 1.422 -1.582 -0.653 0.424
H 0.736 -0.697 -1.832 0.377
H -0.631 -2.267 -0.327 0.255
H -1.776 -0.871 -1.451 0.454
H -1.705 0.452 -0.192 0.343
H -2.572 -2.324 0.449 0.368
H -3.788 -1.190 0.099 0.384
H -2.515 -2.075 3.218 0.303
H -1.673 -0.503 3.658 0.333
H -1.089 -1.498 2.524 0.262
O 0.823 4.071 -1.065 -0.640
H 1.490 3.404 -0.902 0.372
H -0.007 3.627 -0.890 0.292
```

Summary:
SMILES: COCCNCCOC.O
ΔE to the lowest compared entry with this formula, charge and spin in kcal per mole: 97.4
HOMO energy in eV: -8.85
Frontier orbital gap in Ha: 0.35446



(6)
ORCA calculation (ωB97M-V with the def2-TZVPD basis set) on one molecule with the formula C2HFN2O.

```
7
Properties=species:S:1:pos:R:3:mulliken_charge:R:1
F 1.549 -0.509 1.107 -0.239
C 0.476 -0.162 0.422 0.534
C -0.061 -0.913 -0.644 -0.151
N -1.063 -0.231 -1.136 -0.251
O -1.078 0.964 -0.436 -0.032
N -0.079 0.979 0.531 -0.249
H 0.191 -1.915 -0.912 0.387
```

Summary:
SMILES: Fc1cnon1
ΔE to the lowest compared entry with this formula, charge and spin in kcal per mole: 36.9
HOMO energy in eV: -11.63
Frontier orbital gap in Ha: 0.43815



Which of these has the lowest HOMO energy?
C5H10NO



Among the records above, which one has the lowest ΔE to the lowest compared entry with this formula, charge and spin?
C5H10NO